Computed, not measured: an isolated molecule of C5H6O2, with the ωB97M-V functional and the def2-TZVPD basis.

XYZ file:
```
13
Properties=species:S:1:pos:R:3:forces:R:3
O 2.007 -1.462 -0.661 -0.4 0.7 -0.1
C 1.628 -0.315 -0.610 0.2 -0.1 0.0
C 0.264 0.090 -0.161 0.3 0.5 0.8
C -1.141 -1.190 1.484 -0.1 0.3 -0.2
C -0.755 -1.023 0.073 0.2 0.1 0.7
C -0.372 1.398 -0.374 -0.9 0.4 -1.1
O -1.462 1.638 0.109 0.3 0.3 -0.8
H 2.323 0.531 -0.763 0.1 0.0 -0.2
H -1.008 -0.139 1.844 -0.2 -0.5 0.3
H 0.586 0.910 0.730 0.2 -2.6 0.0
H -1.741 -0.610 -0.265 0.1 -0.1 0.2
H -0.584 -1.951 -0.499 0.3 0.5 0.3
H 0.254 2.121 -0.907 0.0 0.6 0.0
```
Forces are in eV/Å.

Properties
HOMO energy = -8.941 eV